No. 1
C11H17BrN4O4 in the gas phase, computed with the ωB97M-V functional and the def2-TZVPD basis.

Each line ends with the Löwdin charge.
Positions of all 37 atoms, in Å:
O1 1.60445 -1.81303 -1.58428  0.06
N1 1.25813 -1.14193 -2.56888  -0.31
O2 0.82422 -1.56473 -3.65645  0.09
C1 1.41990 0.24495 -2.47183  -0.24
N2 0.93119 0.97317 -3.46067  0.13
C2 1.15320 2.28659 -3.23648  -0.12
C3 1.86936 2.38590 -2.06405  -0.07
N3 1.98837 1.11702 -1.52359  0.02
C4 2.58349 0.85195 -0.15240  -0.02
C5 1.78950 1.64929 0.94828  -0.30
O3 2.22096 1.29029 2.25813  -0.02
C6 0.18551 1.51080 0.90826  -0.14
N4 -0.36056 0.22172 1.29320  -0.03
C7 -1.80852 0.02839 1.29197  -0.35
C8 -2.18686 -0.39989 -0.10573  -0.16
O4 -1.53561 -1.63379 -0.49349  -0.15
C9 -1.71264 -2.75858 0.29597  -0.22
C10 -1.44578 -2.47885 1.76865  -0.20
C11 -2.08306 -1.20215 2.23012  -0.56
Br1 -4.08453 -1.31369 2.57676  0.63
H1 0.94598 3.09320 -3.93042  0.11
H2 2.28298 3.39973 -1.74882  0.15
H3 2.70329 -0.15236 0.12586  0.10
H4 3.52798 1.34598 -0.32238  0.12
H5 1.93034 2.73382 0.72536  0.14
H6 1.61192 0.62011 2.57672  0.08
H7 -0.12724 1.74455 -0.03967  0.07
H8 -0.10450 2.23855 1.65254  0.13
H9 0.00379 -0.55896 0.73201  0.11
H10 -2.33963 0.94690 1.59076  0.15
H11 -1.98331 0.39738 -0.88920  0.14
H12 -3.32591 -0.56187 -0.15726  0.12
H13 -1.11745 -3.54542 -0.08786  0.12
H14 -2.68730 -3.06978 0.15859  0.10
H15 -0.36845 -2.45081 1.92288  0.12
H16 -1.89518 -3.35680 2.20753  0.11
H17 -1.66802 -1.07766 3.22986  0.09

## Properties
SMILES: O=[N+]([O-])c1nccn1C[C@H](O)CN[C@H]1COCC[C@@H]1Br
F_max, eV/Å: 4.8
Electronic energy, Eh: -3523.17814

---

No. 2
A molecular structure, C11H17Cl2F3O5ReS, computed with the ωB97M-V functional and the def2-TZVPD basis.

Each line ends with the Löwdin spin population.
Positions of all 40 atoms, in Å:
C1 1.11523 1.45000 0.70875  0.01
C2 -0.07960 1.74165 -0.05397  0.10
C3 0.02934 1.09880 -1.31903  0.03
C4 -1.13967 2.73357 0.30476  0.02
C5 1.28648 0.43438 -1.38001  0.19
C6 1.96947 0.63071 -0.12807  0.01
C7 3.39353 0.28453 0.15489  0.00
C8 1.52050 2.10381 1.98588  0.00
C9 -0.92995 1.25804 -2.45056  0.00
C10 1.85080 -0.21175 -2.59865  0.04
Re1 0.19595 -0.48949 0.52093  2.07
Cl1 -4.70425 0.96486 1.26291  0.00
Cl2 -1.27474 0.31627 2.08669  0.13
O1 0.99911 -1.98985 -0.36265  0.14
H1 -1.12522 2.94662 1.37546  0.00
H2 -2.13120 2.33089 0.06735  0.00
H3 -1.01766 3.68401 -0.23344  0.01
H4 -1.95505 1.31433 -2.07107  0.00
H5 -0.84837 0.41129 -3.13843  0.00
H6 -0.74316 2.17097 -3.03519  0.00
H7 1.08249 -0.80611 -3.10535  0.00
H8 2.69119 -0.86169 -2.34243  0.00
H9 2.21023 0.53184 -3.32507  0.02
H10 3.64692 -0.67363 -0.31108  0.00
H11 3.56942 0.22076 1.23254  0.00
H12 4.08022 1.03881 -0.25268  0.00
H13 0.65108 2.22295 2.63737  0.00
H14 1.95020 3.09846 1.80837  0.00
H15 2.27220 1.49939 2.49944  0.00
H16 0.43720 -2.70663 -0.70868  0.01
O2 1.23646 -1.04835 2.07411  0.13
H17 1.63339 -1.90436 1.81509  0.01
F1 -3.79708 -3.88946 2.01902  0.00
C11 -3.66762 -3.13547 0.91266  0.00
F2 -4.11657 -3.80716 -0.14957  0.00
F3 -4.33429 -2.00029 1.05639  0.00
S1 -1.78490 -2.83499 0.67265  0.01
O3 -1.24101 -2.65422 1.99990  0.01
O4 -1.29682 -3.94269 -0.10699  0.00
O5 -1.63424 -1.53080 -0.12225  0.03

## Properties
F_max, eV/Å: 4.8
Electronic energy, Eh: -2502.03963
Total charge: -2
Expectation value of S²: 3.7744
Multiplicity: 4

---

No. 3
A molecular structure, C11H17Cl3O3W, computed with the ωB97M-V functional and the def2-TZVPD basis.

Each line ends with the Löwdin spin population.
Positions of all 35 atoms, in Å:
C1 1.56997 -0.68622 0.04808  0.01
C2 1.69630 0.55232 -0.70674  0.05
C3 0.38738 0.83715 -1.27755  0.05
C4 2.94358 1.33248 -0.93518  0.02
C5 -0.51904 -0.22149 -0.84172  0.02
C6 0.23573 -1.16759 -0.07879  0.01
C7 -0.25080 -2.50791 0.36280  0.00
C8 2.69777 -1.45849 0.64632  0.00
C9 0.05193 1.94920 -2.20171  0.02
C10 -1.90332 -0.45112 -1.35139  0.00
W1 0.33485 1.13151 0.81514  1.44
Cl1 0.91349 3.34431 0.79469  0.12
Cl2 1.84689 0.89637 2.55880  0.08
Cl3 -1.95345 1.93935 0.83446  0.06
H1 3.77324 0.92487 -0.34965  0.00
H2 2.82676 2.38598 -0.65707  0.00
H3 3.19951 1.29128 -2.00167  0.00
H4 0.53178 2.88728 -1.90117  0.00
H5 -1.02978 2.11107 -2.24344  0.00
H6 0.41091 1.68706 -3.20397  0.00
H7 -2.38896 0.48584 -1.63242  0.00
H8 -2.52449 -0.94791 -0.59438  0.00
H9 -1.87453 -1.10247 -2.23842  0.00
H10 -1.30987 -2.46861 0.63756  0.00
H11 0.30082 -2.84344 1.24448  0.00
H12 -0.12657 -3.25870 -0.43314  0.00
H13 3.50505 -0.79711 0.96853  0.00
H14 3.11094 -2.16939 -0.08406  0.00
H15 2.35292 -2.03869 1.50994  0.00
O1 -0.85577 -0.63419 2.86839  0.10
H16 -1.65755 -0.49828 2.26445  0.00
O2 -5.25187 0.13449 2.15956  0.00
C11 -4.11668 -0.17491 1.81097  0.00
O3 -3.41871 -1.20171 1.66308  0.00
H17 -3.50843 0.73765 1.54521  0.00

## Properties
F_max, eV/Å: 6.6
Electronic energy, Eh: -2102.79643
Total charge: -2
Expectation value of S²: 2.0126
Multiplicity: 3

---

No. 4
2 unconnected molecules or ions with the total composition C11H17FN2O2, computed with the ωB97M-V functional and the def2-TZVPD basis.

Each line ends with the Löwdin charge.
Positions of all 33 atoms, in Å:
H1 0.84461 -0.80073 -1.07405  -0.01
N1 0.12067 -0.31236 -1.67871  0.08
C1 0.01549 0.97183 -1.20394  -0.32
C2 0.90357 1.45080 0.10600  -0.08
C3 -1.01514 2.11946 -1.85161  -0.09
C4 -2.32316 2.13145 -0.82025  -0.15
C5 -3.35369 3.40504 -0.86465  -0.21
O1 -3.02865 4.65080 -1.22003  0.00
O2 -4.60421 2.80091 -0.37762  -0.08
C6 -4.54133 1.32825 -0.09488  -0.08
C7 -3.07490 0.67694 -0.54777  -0.12
F1 -2.39063 0.20616 0.70700  -0.12
H2 0.80884 2.63870 0.16569  0.09
H3 2.02507 1.12079 0.02028  0.06
H4 0.35489 1.01164 1.06845  0.09
H5 -0.55416 3.21286 -1.78105  0.13
H6 -1.32648 1.82666 -2.95469  0.13
H7 -1.76929 2.29858 0.21815  0.16
H8 -4.58084 1.15458 1.07209  0.15
H9 -5.49455 0.86919 -0.59397  0.14
H10 -3.08151 -0.09969 -1.45075  0.18
C8 3.06898 -4.11116 0.94155  -0.11
C9 3.42270 -2.88777 1.78129  -0.27
C10 2.59328 -1.65522 1.41577  -0.19
C11 2.83713 -1.28494 -0.03815  -0.18
N2 3.03935 -0.97776 -1.24433  0.14
H11 3.27450 -3.94545 -0.12078  0.07
H12 3.66502 -4.97349 1.25652  0.07
H13 2.00958 -4.36987 1.05190  0.08
H14 4.49013 -2.66839 1.65612  0.11
H15 3.26449 -3.12508 2.83909  0.11
H16 2.87433 -0.81074 2.05377  0.12
H17 1.52591 -1.85199 1.56356  0.12

## Properties
SMILES: [H]/N=C(\C)C[C@H]1C(=O)OC[C@@H]1F.CCCC#N
F_max, eV/Å: 10.0
Relative energy (zero: lowest compared OMol25 entry of this formula, charge and spin), eV: 5.686